(1)
A molecular structure, C3H6Cl6 at a distorted geometry. Source: the Open Molecules 2025 dataset; level of theory: ωB97M-V/def2-TZVPD.

Cartesian coordinates (Å):
C  9.87  3.70  -22.05
Cl  8.98  5.23  -21.79
H  10.89  3.72  -21.66
Cl  10.32  1.45  -21.42
H  9.38  1.34  -19.18
H  14.37  4.24  -22.27
H  10.00  -0.17  -19.76
Cl  7.95  0.11  -20.54
H  9.32  2.92  -21.53
Cl  12.54  4.67  -23.55
C  13.37  4.62  -22.03
Cl  12.69  3.52  -20.87
C  9.46  0.73  -20.07
H  13.48  5.59  -21.55
Cl  10.13  3.39  -23.78

Orbital gap, eV: 10.173
Strongest force on any atom, Eh/bohr: 0.10053
Relative energy (zero: lowest compared OMol25 entry of this formula, charge and spin), eV: 2.849



(2)
2 unconnected molecules or ions with the total composition C4H9N2O2 at a distorted geometry. Source: the Open Molecules 2025 dataset; level of theory: ωB97M-V/def2-TZVPD.

Cartesian coordinates (Å):
O  3.83  -1.27  -0.05
H  -2.64  0.84  -0.80
H  -1.47  2.13  -0.44
H  -0.84  -1.85  -0.41
C  3.19  -0.55  0.65
H  -1.63  1.50  -2.09
O  0.56  1.22  0.96
C  -1.66  1.23  -1.04
H  2.55  -0.91  1.47
N  -1.29  -1.19  -1.04
H  0.26  0.13  -1.26
N  -0.71  -0.59  1.68
H  3.16  0.52  0.44
H  -2.23  -1.23  -0.66
H  -0.18  -0.33  2.51
C  -0.66  0.11  -0.70
C  -0.23  0.24  0.78

Orbital gap, eV: 7.721
Strongest force on any atom, Eh/bohr: 0.02521
Net charge: -1
Relative energy (zero: lowest compared OMol25 entry of this formula, charge and spin), eV: 1.610



The highest relative energy (zero: lowest compared OMol25 entry of this formula, charge and spin) belongs to which entry? C3H6Cl6